Formula: C24H33N3O4S
Source: the Open Molecules 2025 dataset
Level of theory: wB97M-V/def2-TZVPD

XYZ file:
```
65
Properties=species:S:1:pos:R:3:forces:R:3:lowdin_charge:R:1
C 2.09195 2.32058 -2.97886 0.1 0.2 -0.2 -0.084
O 1.49819 1.55658 -1.95939 0.0 -0.5 0.4 -0.104
C 2.26684 0.59364 -1.34083 -0.1 0.0 0.1 -0.211
C 3.59893 0.33786 -1.60881 -0.1 0.2 -0.1 -0.011
C 4.27439 -0.64895 -0.90863 0.0 -0.1 0.1 -0.035
C 3.64983 -1.40656 0.07348 0.0 0.1 -0.1 -0.174
C 4.43295 -2.47759 0.81606 0.1 -0.1 0.1 -0.559
C 3.58040 -3.21628 1.85028 0.1 0.1 -0.2 -0.060
C 5.61136 -1.81828 1.54639 -0.1 -0.1 -0.1 -0.045
C 4.95846 -3.50565 -0.19585 -0.1 0.1 0.1 -0.045
C 2.30956 -1.14862 0.33606 0.0 0.0 0.0 0.057
C 1.61711 -0.16711 -0.35448 0.1 0.1 -0.1 -0.135
N 0.26539 0.11644 -0.12889 0.0 0.1 -0.4 0.148
C -0.52594 -0.25570 0.91841 0.0 0.1 -0.3 -0.449
O -0.18553 -1.00059 1.81257 0.0 -0.1 0.2 0.092
C -1.91826 0.27340 0.76805 -0.3 0.0 0.2 -0.060
C -2.91855 -0.68893 0.78438 0.1 0.1 0.1 0.004
C -4.22056 -0.35975 0.47169 -0.6 -0.5 0.0 -0.272
S -5.47385 -1.62783 0.38279 -0.1 -0.1 -0.3 0.659
O -6.76459 -1.00607 0.44149 0.2 0.3 -0.2 -0.289
O -5.16680 -2.67723 1.30646 0.4 0.0 -0.1 -0.280
N -5.31546 -2.27131 -1.16075 -0.3 0.2 1.0 -0.338
C -4.11158 -3.03280 -1.37023 0.3 -0.2 0.1 -0.110
C -5.66664 -1.36092 -2.21905 -0.2 0.3 -0.2 -0.111
C -4.53573 0.93895 0.11256 0.0 0.1 0.0 -0.055
C -3.56846 1.91865 0.14564 0.0 0.1 0.0 0.002
C -2.24162 1.63003 0.52251 -0.2 -0.3 0.0 -0.164
N -1.32287 2.63113 0.64135 0.1 0.1 -0.1 -0.068
C -1.69164 4.02329 0.43394 -0.1 0.3 -0.2 -0.166
C -0.47684 4.81287 0.91062 -0.1 -0.1 0.1 -0.163
C 0.02990 3.94485 2.05652 0.0 -0.1 -0.1 -0.152
C -0.13183 2.54293 1.47399 0.5 0.0 0.3 -0.140
H 1.31286 2.99291 -3.33593 0.1 0.0 0.0 0.094
H 2.43300 1.69094 -3.80641 0.0 0.0 0.0 0.098
H 2.93312 2.91037 -2.60057 0.0 0.0 0.0 0.097
H 4.12911 0.90182 -2.36008 0.0 0.1 -0.1 0.105
H 5.31315 -0.81462 -1.14850 0.1 0.0 0.0 0.108
H 3.19608 -2.53245 2.60245 -0.1 0.0 0.1 0.089
H 2.74519 -3.72557 1.37649 -0.1 -0.1 0.0 0.089
H 4.18955 -3.96432 2.35378 0.1 -0.1 0.0 0.085
H 6.28416 -1.32462 0.85043 0.1 0.1 -0.1 0.074
H 6.17811 -2.56769 2.09456 0.1 -0.1 0.1 0.083
H 5.24577 -1.07671 2.25327 0.0 0.1 0.1 0.090
H 5.62897 -3.04707 -0.91743 0.1 0.0 -0.1 0.074
H 5.50192 -4.29401 0.32032 0.1 -0.1 0.1 0.083
H 4.12941 -3.95576 -0.73753 -0.1 -0.1 -0.1 0.090
H 1.77029 -1.69693 1.08671 0.0 -0.1 0.0 0.094
H -0.12392 0.76462 -0.80029 -0.1 -0.1 0.1 0.142
H -2.66939 -1.70638 1.04150 0.1 -0.1 0.0 0.130
H -3.93880 -3.61604 -0.46954 0.2 -0.2 -0.1 0.081
H -4.25317 -3.70737 -2.21544 0.0 0.0 0.0 0.093
H -3.24121 -2.39159 -1.56691 0.0 0.0 0.0 0.088
H -6.55752 -0.82598 -1.90038 0.0 0.1 -0.2 0.080
H -5.88962 -1.92666 -3.12421 0.0 0.0 0.0 0.092
H -4.86323 -0.64280 -2.43526 0.0 0.0 0.0 0.090
H -5.55412 1.17142 -0.15508 -0.1 0.1 0.0 0.116
H -3.84645 2.92496 -0.11842 0.0 0.1 0.0 0.099
H -1.92211 4.20458 -0.61960 -0.1 0.1 0.1 0.126
H -2.56902 4.28905 1.03791 0.0 0.0 -0.1 0.125
H 0.27468 4.86684 0.12234 0.0 0.0 0.0 0.113
H -0.73833 5.82284 1.21796 0.0 0.0 -0.1 0.112
H -0.60635 4.07005 2.93330 0.0 0.0 0.0 0.117
H 1.05907 4.15837 2.33517 0.0 0.0 0.1 0.113
H 0.74566 2.30095 0.86367 0.0 0.0 0.2 0.118
H -0.24544 1.77582 2.24223 0.0 0.0 0.0 0.133
```
Positions in Å, forces in eV/Å.

## Properties
Spin multiplicity   1
Structure (SMILES)   COc1ccc(C(C)(C)C)cc1NC(=O)c1cc(S(=O)(=O)N(C)C)ccc1N1CCCC1
E_LUMO   0.37 eV
Total charge   0

Formula: C24H33N3O5
Source: the Open Molecules 2025 dataset
Level of theory: wB97M-V/def2-TZVPD

XYZ file:
```
65
Properties=species:S:1:pos:R:3:forces:R:3:lowdin_charge:R:1
C 4.31230 -1.63746 1.12932 -0.1 -0.3 -0.1 -0.075
C 3.50606 -2.87439 1.52404 0.0 0.2 0.3 -0.427
C 4.32920 -3.74808 2.46942 -0.1 0.0 -0.3 -0.081
C 2.17940 -2.52063 2.20022 -0.1 -0.3 -0.4 -0.123
C 1.19141 -1.74989 1.31617 0.0 -0.2 0.5 -0.182
N 1.42830 -0.31520 1.36462 0.3 -0.2 -0.3 0.116
C 1.03186 0.45329 2.39847 0.3 0.7 -0.1 -0.449
O 0.33885 0.05270 3.30765 -0.1 -0.2 0.3 0.104
C 1.41815 1.93840 2.31178 -0.1 0.0 0.1 -0.171
C 2.59258 2.26819 1.40112 -0.1 -0.1 0.0 -0.036
C 1.95303 2.30018 0.01643 0.4 0.1 0.2 -0.450
O 2.53004 2.12246 -1.03203 0.1 -0.1 -0.3 0.083
N 0.62427 2.54679 0.19326 -0.1 0.0 0.1 0.025
C -0.35588 2.62832 -0.80610 -0.2 0.1 -0.5 -0.202
C -1.56938 3.26274 -0.53842 0.1 0.0 0.1 -0.025
C -2.57422 3.27053 -1.48418 0.0 -0.2 -0.3 0.013
C -2.39350 2.66236 -2.71850 0.0 -0.1 0.0 -0.205
C -1.15789 2.07724 -3.01150 -0.1 0.1 0.1 -0.202
C -0.15390 2.05303 -2.05501 -0.1 0.0 -0.2 0.071
O -0.90126 1.49812 -4.22629 0.2 -0.1 0.4 -0.020
C -1.83680 1.85112 -5.22105 -0.6 0.1 -0.2 -0.145
C -3.25748 1.74285 -4.66867 0.3 -0.3 -0.4 -0.148
O -3.43787 2.65418 -3.60790 0.1 0.3 0.3 -0.025
C 0.27334 2.67254 1.59774 -0.1 0.1 0.3 -0.088
C -0.25798 -2.08146 1.74279 0.1 0.0 -0.3 -0.414
O -0.48860 -2.93693 2.57176 0.1 -0.2 0.2 0.067
N -1.24587 -1.41461 1.10665 -0.3 0.1 0.0 -0.038
C -1.14705 -0.57472 -0.06241 0.2 -0.1 -0.5 -0.152
C -1.89203 -1.21549 -1.23702 -0.1 0.3 0.1 -0.157
C -3.35250 -1.44594 -0.86340 0.1 -0.3 -0.1 -0.203
C -3.42161 -2.29717 0.40221 0.0 0.3 0.0 -0.169
C -2.61889 -1.63594 1.52032 -0.2 -0.4 0.2 -0.136
H 3.84623 -1.10067 0.30573 0.0 0.1 -0.1 0.066
H 4.41495 -0.96581 1.97976 0.0 0.1 0.1 0.081
H 5.30956 -1.92861 0.80579 0.1 0.0 -0.1 0.078
H 3.29228 -3.45369 0.61783 0.0 0.0 0.0 0.136
H 3.77287 -4.63939 2.74803 0.0 -0.1 0.1 0.077
H 5.25880 -4.05672 1.99630 0.1 0.0 0.0 0.074
H 4.57072 -3.19842 3.37642 0.1 0.1 0.1 0.082
H 1.68117 -3.43932 2.51481 0.1 0.1 0.0 0.117
H 2.36132 -1.93317 3.10201 0.0 0.0 0.1 0.134
H 1.30995 -2.06956 0.27380 0.0 0.1 0.0 0.162
H 2.07229 0.05546 0.68559 0.0 0.0 0.1 0.110
H 1.54198 2.29592 3.33494 -0.1 -0.1 -0.1 0.152
H 2.97696 3.26785 1.62017 0.0 0.0 0.0 0.137
H 3.42988 1.57385 1.45133 0.0 0.0 -0.1 0.121
H -1.73851 3.75203 0.40648 0.0 0.0 0.1 0.107
H -3.52141 3.74352 -1.28138 -0.1 0.1 0.0 0.123
H 0.78345 1.59198 -2.31289 0.1 0.0 0.0 0.122
H -1.67984 1.16246 -6.05216 -0.1 0.1 0.0 0.134
H -1.65695 2.88170 -5.55575 0.0 -0.1 0.0 0.140
H -3.99918 1.99802 -5.42659 0.1 -0.1 0.0 0.133
H -3.43044 0.71689 -4.31398 0.0 0.1 0.0 0.136
H 0.23822 3.72714 1.89773 -0.1 -0.1 0.0 0.137
H -0.69455 2.21073 1.80146 0.0 0.1 0.0 0.132
H -0.11085 -0.40030 -0.33932 -0.1 0.0 0.1 0.108
H -1.60879 0.39547 0.16150 0.1 0.0 0.0 0.123
H -1.80932 -0.56084 -2.10565 0.0 0.0 -0.1 0.097
H -1.42238 -2.17072 -1.48114 0.1 0.0 0.0 0.121
H -3.87952 -1.94130 -1.68113 -0.1 0.1 0.0 0.108
H -3.83610 -0.48215 -0.68452 -0.1 0.1 0.0 0.112
H -4.45620 -2.42190 0.72377 0.0 -0.1 0.0 0.111
H -3.00466 -3.28593 0.20237 0.0 -0.1 0.0 0.119
H -2.59521 -2.26478 2.41063 0.0 0.2 -0.1 0.122
H -3.06281 -0.66692 1.77657 0.0 0.0 0.0 0.132
```
Positions in Å, forces in eV/Å.

## Properties
Spin multiplicity   1
Structure (SMILES)   CC(C)C[C@H](NC(=O)[C@H]1CC(=O)N(c2ccc3c(c2)OCCO3)C1)C(=O)N1CCCCC1
E_LUMO   0.67 eV
Total charge   0

Formula: C24H33N5O6
Source: the Open Molecules 2025 dataset
Level of theory: wB97M-V/def2-TZVPD

XYZ file:
```
68
Properties=species:S:1:pos:R:3:forces:R:3:lowdin_charge:R:1
C 1.97980 7.79470 7.05087 0.1 -0.4 -0.2 -0.065
C 2.93641 6.69958 6.61864 0.4 0.3 0.3 -0.226
O 2.24546 5.82254 5.73038 -0.3 0.0 -0.1 -0.015
C 2.96082 4.80294 5.23462 0.4 0.0 0.1 -0.454
O 4.12258 4.61829 5.51103 -0.1 0.0 0.0 0.112
C 2.17286 3.94512 4.32257 -0.1 -0.2 -0.2 -0.130
C 2.79836 2.84909 3.73169 -0.1 0.3 0.2 0.005
C 2.10982 2.01988 2.87175 0.0 -0.2 -0.1 0.009
C 0.76914 2.27908 2.58727 0.4 0.2 0.3 -0.205
N 0.01335 1.48902 1.73214 -0.4 0.0 -0.1 0.142
C 0.37212 0.40070 1.00691 0.1 0.2 0.1 -0.373
O 1.49047 -0.09782 0.98228 0.1 0.0 0.1 0.054
C -0.76046 -0.10214 0.21752 -0.4 -0.6 -0.7 -0.134
N -1.93498 0.60021 0.19782 0.0 0.2 0.2 0.107
C -2.73125 -0.04459 -0.60958 -0.1 0.0 0.0 -0.149
N -2.14578 -1.14473 -1.11729 0.2 -0.1 0.1 0.148
C -0.88351 -1.21403 -0.60537 0.1 0.4 0.3 -0.069
C -0.04089 -2.35767 -1.02570 0.3 0.0 0.3 -0.434
O -0.54883 -3.26347 -1.67563 -0.2 -0.1 -0.1 0.056
N 1.24792 -2.29440 -0.67321 0.1 0.0 0.1 0.092
C 2.22906 -3.18046 -1.24855 0.2 -0.2 -0.2 -0.166
C 3.00011 -2.48878 -2.38278 -0.3 0.1 0.1 -0.174
C 2.08830 -1.90027 -3.46202 0.1 -0.4 0.0 -0.206
C 1.34752 -2.95902 -4.27869 -0.1 0.2 -0.1 -0.178
C 0.27189 -2.34949 -5.18480 0.1 -0.3 -0.1 -0.169
N -0.95287 -2.05579 -4.46990 0.0 0.3 0.1 0.091
C -1.97406 -2.94766 -4.47456 0.2 0.5 0.0 -0.558
O -2.06639 -3.86682 -5.24712 -0.1 -0.4 -0.1 0.097
O -2.90443 -2.60092 -3.54785 -0.1 0.1 0.1 -0.018
C -4.07535 -3.44575 -3.37472 -0.5 -0.4 0.0 -0.562
C -3.64132 -4.85525 -2.97645 0.1 0.2 -0.1 -0.012
C -4.91540 -3.45239 -4.65138 0.3 0.1 0.1 -0.017
C -4.86787 -2.79539 -2.23650 0.4 -0.1 -0.3 -0.029
C 0.13944 3.37662 3.18098 0.0 -0.1 -0.1 -0.008
C 0.83223 4.20159 4.03894 0.2 0.0 0.0 -0.009
H 1.63001 8.34977 6.18454 0.0 0.1 0.0 0.077
H 1.12066 7.36307 7.55733 -0.1 0.0 0.1 0.076
H 2.48657 8.47561 7.72831 0.0 0.1 0.1 0.077
H 3.29680 6.12146 7.47734 0.0 0.1 -0.2 0.129
H 3.80939 7.11243 6.10009 -0.1 -0.1 0.1 0.128
H 3.83623 2.66311 3.96207 0.1 0.0 0.0 0.122
H 2.59744 1.17424 2.41673 0.0 0.0 0.0 0.100
H -0.95591 1.76213 1.58971 0.2 -0.1 0.0 0.125
H -3.73110 0.26027 -0.84448 -0.2 0.0 -0.1 0.125
H -2.49923 -1.80473 -1.80881 0.0 0.0 0.0 0.114
H 1.56750 -1.50446 -0.11004 -0.2 0.0 0.0 0.102
H 1.69892 -4.05820 -1.62336 0.1 0.0 0.1 0.115
H 2.92759 -3.49401 -0.46902 -0.1 -0.1 -0.1 0.122
H 3.68138 -3.21391 -2.83008 0.1 0.0 0.0 0.113
H 3.59708 -1.68148 -1.95237 0.1 0.0 0.0 0.110
H 2.69505 -1.29233 -4.13771 -0.1 0.1 0.0 0.114
H 1.36797 -1.23028 -2.98557 0.0 0.1 0.0 0.102
H 0.85076 -3.66818 -3.61648 0.0 -0.1 0.0 0.100
H 2.06404 -3.50856 -4.89086 0.1 0.0 0.0 0.117
H 0.63475 -1.42775 -5.64965 0.0 -0.1 -0.1 0.122
H -0.00352 -3.06013 -5.96630 0.1 0.2 0.0 0.119
H -0.88933 -1.43108 -3.68246 -0.1 -0.1 0.0 0.126
H -3.19421 -5.36497 -3.82462 0.0 -0.1 0.0 0.083
H -4.50125 -5.42212 -2.63069 -0.1 0.0 0.1 0.091
H -2.90165 -4.79928 -2.17994 0.0 0.0 0.1 0.088
H -5.21199 -2.43794 -4.91061 -0.1 0.1 0.0 0.092
H -4.34348 -3.87294 -5.47302 -0.1 0.0 0.0 0.079
H -5.80657 -4.05433 -4.49752 -0.1 0.0 0.1 0.090
H -5.02053 -1.73789 -2.44084 -0.1 0.1 0.0 0.085
H -4.34952 -2.90837 -1.28715 0.0 0.0 0.1 0.083
H -5.83875 -3.27512 -2.15324 -0.1 0.0 0.0 0.091
H -0.89990 3.57334 2.95906 -0.1 0.0 0.0 0.114
H 0.34456 5.04838 4.49510 -0.1 0.0 0.0 0.118
```
Positions in Å, forces in eV/Å.

## Properties
Spin multiplicity   1
Structure (SMILES)   CCOC(=O)c1ccc(NC(=O)c2nc[nH]c2C(=O)NCCCCCNC(=O)OC(C)(C)C)cc1
E_LUMO   0.04 eV
Total charge   0

Formula: C24H34BrF5N3O16PS
Source: the Open Molecules 2025 dataset
Level of theory: wB97M-V/def2-TZVPD

XYZ file:
```
85
Properties=species:S:1:pos:R:3:forces:R:3:lowdin_charge:R:1
C 4.19644 6.25918 5.51444 0.0 0.0 0.2 0.111
C 4.72049 5.18946 5.37206 -0.2 -0.2 -0.2 -0.128
C 5.33618 3.88096 5.10140 0.1 0.3 0.1 -0.128
C 4.55196 2.89653 4.20409 0.0 -0.1 -0.5 -0.464
N 5.47257 1.76953 3.98542 -0.1 0.1 0.2 0.088
C 4.16965 3.58839 2.87082 0.1 0.2 0.1 -0.116
C 2.86060 4.37950 2.82854 -0.2 0.1 -0.3 -0.256
N 1.75116 3.48117 2.51922 0.2 -0.1 0.3 0.020
C 3.35307 2.26989 4.97054 0.1 0.0 0.6 -0.293
O 2.38894 3.18955 5.35434 -0.1 -0.1 0.0 -0.148
C 1.78298 3.08856 6.64628 -0.2 -0.3 0.1 -0.446
C 0.88542 1.86837 6.87069 0.0 0.3 0.3 -0.172
C -0.55059 1.95836 6.37796 -0.2 -0.5 0.1 -0.762
O -1.41273 1.24020 6.75611 0.3 0.2 -0.2 0.063
Br -0.98417 3.38045 5.11720 0.0 0.1 0.0 0.789
P 2.95451 3.33893 8.07250 0.1 0.7 0.2 0.758
N 3.43656 4.77623 8.42855 -0.2 -0.4 -0.2 -0.279
S 2.59302 0.86469 3.97365 -0.6 0.2 -0.4 0.823
O 3.14260 0.74955 2.64900 0.1 -0.1 0.2 -0.286
O 1.17168 0.83332 4.18558 0.4 0.0 0.0 -0.280
C 3.20049 -0.69428 4.85121 -0.1 0.1 0.1 -0.450
F 2.24991 -1.06915 5.73406 0.2 0.0 -0.2 0.114
F 4.34556 -0.49670 5.52333 -0.1 0.0 -0.1 0.119
C 3.41545 -1.85046 3.83892 0.0 0.0 0.3 -0.590
F 2.35383 -1.97475 3.04331 0.0 0.0 0.1 0.159
F 4.49918 -1.66253 3.10456 0.1 0.1 -0.1 0.191
F 3.56395 -2.98392 4.52295 0.0 -0.1 0.0 0.186
H 3.69162 7.17877 5.73220 0.2 -0.2 -0.2 0.045
H 5.65933 3.38890 6.02720 -0.2 0.1 0.0 0.127
H 6.25496 4.09494 4.53742 -0.1 -0.1 0.1 0.128
H 6.43183 2.08429 3.93887 0.0 0.0 -0.1 0.089
H 5.24208 1.27740 3.13177 0.1 0.0 0.0 0.070
H 4.99482 4.25850 2.59950 0.0 -0.1 0.1 0.124
H 4.12730 2.82353 2.09226 0.0 0.1 0.0 0.104
H 2.64012 4.84895 3.78133 0.1 0.0 0.0 0.085
H 2.97682 5.19563 2.10057 0.0 -0.1 0.0 0.113
H 0.86190 3.85895 2.81241 0.0 0.0 -0.1 0.035
H 1.71470 3.22734 1.54165 0.0 0.0 0.0 0.086
H 3.74837 1.73986 5.84914 0.1 0.0 -0.3 0.108
H 1.13674 3.97119 6.70514 0.2 0.0 -0.1 0.097
H 0.76546 1.70833 7.94933 0.0 0.0 -0.1 0.112
H 1.30759 0.94809 6.47837 -0.1 0.0 0.0 0.097
H 3.98685 2.39730 7.85741 -0.1 -0.2 0.1 0.007
H 2.23458 2.72968 9.11629 0.1 -0.2 0.0 0.008
H 3.12410 5.47682 7.76851 0.2 0.1 0.1 -0.053
O -1.38974 -2.36999 -2.11049 -0.1 0.0 0.1 0.161
C -0.60750 -2.65126 -1.26153 0.0 0.0 -0.1 -0.560
O 0.32513 -3.62535 -1.37288 0.0 0.0 0.0 0.062
C 1.23123 -3.51235 -0.27084 0.1 0.0 0.1 -0.110
C 0.38929 -2.78629 0.76243 0.0 -0.1 0.0 -0.108
O -0.51651 -2.04219 -0.06081 0.0 0.0 0.1 0.070
H 1.55776 -4.49987 0.04301 -0.1 0.0 -0.1 0.131
H 2.09555 -2.92643 -0.58801 0.0 0.0 0.0 0.135
H -0.18716 -3.47361 1.38433 0.0 0.0 0.0 0.137
H 0.96173 -2.11758 1.39152 -0.1 0.2 -0.1 0.107
O 2.00355 -0.24426 -6.38165 0.0 0.0 0.0 0.148
C 1.07872 -0.96315 -6.16893 0.0 0.0 0.0 -0.586
O 0.57194 -1.84429 -7.06111 0.0 0.0 0.0 0.056
C -0.37201 -2.68375 -6.37531 -0.1 -0.1 0.0 -0.111
C -0.78098 -1.82550 -5.19886 0.0 -0.1 0.0 -0.109
O 0.39366 -1.01309 -5.00911 -0.1 0.0 0.0 0.061
H -1.19723 -2.93644 -7.03107 0.0 0.1 -0.1 0.107
H 0.13732 -3.59786 -6.06516 0.0 0.0 0.0 0.136
H -1.62383 -1.17401 -5.43524 0.0 0.0 0.0 0.137
H -1.00154 -2.38571 -4.29644 0.1 0.1 0.0 0.099
O -3.16181 -4.18469 -5.33501 0.1 0.1 -0.1 0.170
C -3.79402 -4.21799 -6.34115 -0.1 0.0 0.0 -0.569
O -4.84205 -5.03308 -6.57044 0.0 0.0 0.0 0.070
C -5.48251 -4.62758 -7.79045 -0.1 0.0 -0.1 -0.107
C -4.35750 -3.91388 -8.51270 -0.1 0.0 -0.1 -0.102
O -3.55744 -3.43381 -7.42342 0.0 0.0 0.0 0.036
H -5.86370 -5.49444 -8.32030 0.0 -0.1 0.1 0.134
H -6.31197 -3.96469 -7.55033 0.0 0.0 0.0 0.112
H -3.75217 -4.58796 -9.12048 0.0 0.0 0.0 0.134
H -4.69282 -3.08013 -9.12280 0.0 0.1 0.1 0.132
O -8.17313 -4.02054 -9.49978 0.1 0.0 0.0 0.163
C -8.70259 -3.04689 -9.07105 0.0 0.0 0.0 -0.572
O -9.57208 -2.27287 -9.75257 0.0 0.0 0.0 0.066
C -10.16408 -1.33894 -8.84155 0.0 0.0 0.1 -0.108
C -9.12302 -1.26576 -7.73882 0.0 0.1 0.0 -0.107
O -8.51012 -2.55820 -7.82316 0.0 0.0 0.0 0.046
H -10.33805 -0.39258 -9.34495 0.1 0.0 -0.1 0.133
H -11.11335 -1.74723 -8.49250 0.0 0.0 0.0 0.134
H -8.36414 -0.50619 -7.93124 0.0 0.0 0.0 0.134
H -9.54073 -1.11907 -6.74723 0.0 -0.1 0.0 0.133
```
Positions in Å, forces in eV/Å.

## Properties
Spin multiplicity   1
Structure (SMILES)   C#CC[C@](N)(CCN)[C@@H](O[C@@H](CC(=O)Br)[PH2]=N)S(=O)(=O)C(F)(F)C(F)(F)F.O=C1OCCO1.O=C1OCCO1.O=C1OCCO1.O=C1OCCO1
E_LUMO   0.38 eV
Total charge   0